# C4H19BO6P

A cluster of 4 separate species, C4H19BO6P in total (ωB97M-V/def2-TZVPD, OMol25).

XYZ file:
```
31
C4H19BO6P (ωB97M-V/def2-TZVPD)
B 5.99244 -0.88873 -0.13337
C 4.70298 -0.40585 -1.10400
P 3.10505 -0.64464 -0.44550
O 2.05545 -0.23882 -1.39909
O 2.85677 0.16504 0.87573
O 2.90175 -2.15777 -0.03113
H 6.57947 -1.82613 -0.66853
H 5.63849 -1.17123 1.00777
H 6.76448 0.06739 -0.03053
H 4.71650 -1.01698 -1.99272
H 4.80405 0.60526 -1.44390
H 2.26727 0.89573 0.61290
H 2.85682 -2.67011 -0.85722
C -1.26143 1.18767 1.61473
O -0.27203 1.00935 0.60926
H -1.14224 2.18382 2.03366
H -2.26022 1.09922 1.18226
H -1.14530 0.45039 2.41574
H -0.36001 0.12612 0.23397
C -4.24489 2.03909 -1.77069
O -3.34539 1.26508 -0.98207
H -5.21230 2.02552 -1.27616
H -3.90010 3.07262 -1.85111
H -4.35204 1.61634 -2.77261
H -2.48363 1.27712 -1.41480
C -4.16479 -1.48597 1.59827
O -4.74392 -1.35216 0.30726
H -4.67648 -2.29976 2.10634
H -3.10048 -1.72741 1.53098
H -4.28899 -0.57036 2.18399
H -4.28729 -0.62982 -0.13944
```

The calculation puts the orbital gap at 7.26 eV. The value obtained for the relative energy (zero: lowest compared OMol25 entry of this formula, charge and spin) is 0.000 eV. As for the net charge: -1. The value obtained for the total energy is -981.518857 hartree.